ORCA calculation (wB97M-V/def2-TZVPD) on a cluster of 2 separate species, C12H16ClFN3O2 in total.

```
35
Properties=species:S:1:pos:R:3
H 4.943 2.134 0.659
O -2.131 3.294 -1.760
H -2.954 -1.799 1.461
C 1.639 2.150 1.430
H -3.028 -2.128 -0.838
F 0.123 0.327 1.297
C 1.386 0.835 1.120
H -1.270 1.001 0.117
H -3.772 0.008 -1.241
C 3.936 1.761 0.786
H -1.797 -0.450 1.387
H 2.049 -1.045 0.439
N 0.867 -3.067 -0.227
C -2.274 -1.374 -0.577
C -0.311 -2.459 -0.058
N -0.961 -1.861 -1.060
C -1.621 2.256 -1.542
C -2.677 -0.036 -1.202
H -0.567 1.455 -2.997
N -0.932 -2.359 1.124
H 1.359 -3.011 -1.109
H -0.873 -2.200 -2.009
Cl 1.678 -3.842 1.021
C -2.068 -1.414 0.951
H -2.355 -0.080 -2.254
C 2.939 2.609 1.253
H -0.315 -2.187 1.913
H -2.895 1.738 0.060
C 2.347 -0.029 0.648
H 3.171 3.638 1.487
C -2.121 1.239 -0.534
O -0.425 1.890 -2.145
H 0.849 2.791 1.796
C 3.643 0.439 0.484
H 4.417 -0.224 0.121
```

Computed properties:
HOMO-LUMO gap = 0.3299 Eh
Net charge = +1
Spin multiplicity = 1
Total energy = -1341.419444 hartree

Here are the Löwdin charges for atoms 1 to 8, given in e: H 0.111; O 0.177; H 0.138; C 0.000; H 0.156; F -0.007; C -0.257; H 0.088


ORCA calculation (wB97M-V/def2-TZVPD) on a structure of composition C12H16ClLuYb.

```
31
Properties=species:S:1:pos:R:3
H 0.642 7.780 1.006
H 0.550 -2.069 -2.580
H 2.013 -1.531 -1.709
H 1.075 -0.367 -2.687
C 1.002 -1.235 -2.027
H 1.606 6.637 -0.985
Lu -0.087 -0.850 -0.119
H -0.443 -5.678 -2.568
H -1.898 -6.712 1.791
Yb 0.081 -5.189 0.204
C 0.646 6.688 0.944
C 1.184 6.046 -0.180
H -1.780 -5.063 2.314
C -0.168 -6.348 -1.727
H -0.328 3.936 2.718
H -0.910 -7.165 -1.799
Cl 1.289 -2.939 0.617
C -1.169 -5.894 1.909
H 0.771 -6.826 -2.075
C 0.522 2.473 0.638
H -0.315 6.417 2.855
C 1.166 4.654 -0.274
H -2.462 -0.134 -1.932
C 0.078 4.528 1.899
C 0.101 5.921 1.985
C 0.588 3.872 0.754
C -2.194 -0.272 -0.869
C 0.418 1.239 0.508
H 1.605 4.159 -1.140
H -0.568 -6.214 2.784
H -3.012 0.136 -0.256
```

Computed properties:
HOMO-LUMO gap (alpha / beta) = 0.2293 / 0.2192 Eh
Net charge = -1
Spin multiplicity = 2
Energy relative to the best compared isomer or geometry (same formula, charge and spin) = 44.73 kJ/mol
Total energy = -3321.114385 hartree

Here are the Löwdin charges for atoms 1 to 8, given in e: H 0.092; H -0.042; H -0.065; H -0.045; C -0.408; H 0.093; Lu 1.071; H -0.078


ORCA calculation (wB97M-V/def2-TZVPD) on a cluster of 2 separate species, C12H16N2 in total.

```
30
Properties=species:S:1:pos:R:3
C -0.879 2.023 -1.758
H 2.495 -2.133 3.217
C -3.647 2.279 -1.007
H 1.049 2.072 -2.978
C 2.367 -1.567 2.348
H -0.373 -4.453 1.445
H -1.761 1.666 -3.776
H -2.920 3.010 0.886
H -0.460 2.326 0.195
H 1.297 2.310 -1.301
C 0.115 -3.576 1.720
C -3.229 1.865 -2.308
N 1.913 -0.946 0.222
C 1.275 -3.246 0.825
C 2.502 0.127 0.824
C -1.889 1.851 -2.729
C -2.673 2.530 -0.017
C 1.747 -1.932 1.158
C -1.355 2.201 -0.415
H 2.977 1.066 0.480
H 0.503 -3.809 2.758
H -4.084 1.641 -2.992
N 2.891 -0.296 2.148
C 0.551 1.835 -2.010
H 3.121 0.282 2.904
H 1.108 -3.509 -0.186
H 0.698 0.686 -1.898
H -4.738 2.461 -0.775
H 1.988 -3.952 0.970
H -0.588 -2.812 2.050
```

Computed properties:
HOMO-LUMO gap (alpha / beta) = 0.0775 / 0.2972 Eh
Net charge = -1
Spin multiplicity = 2
Energy relative to the best compared isomer or geometry (same formula, charge and spin) = 177.85 kJ/mol
Total energy = -576.250323 hartree

Here are the Löwdin charges for atoms 1 to 8, given in e: C -0.298; H 0.039; C -0.123; H 0.072; C -0.246; H 0.032; H 0.089; H 0.070